124
Properties=species:S:1:pos:R:3:forces:R:3:lowdin_charge:R:1 method="wB97M-V/def2-TZVPD" e_above_lowest_ev=2.656 s_squared=0.891 multiplicity=2 total_energy_ha=-4060.2000 lumo_energy_ev="-3.329 / -3.243" total_charge=+1
Ru -0.244 -0.484 1.428 0.633 1.695 1.081 1.15
S -2.216 -2.304 1.075 0.542 1.376 -0.105 0.76
S 0.385 -0.716 -2.163 0.377 0.255 -0.025 0.75
S 2.439 -1.541 1.980 -0.833 0.351 0.555 0.79
O -0.825 10.553 -5.733 0.246 -0.242 0.101 -0.07
O -0.300 -1.586 3.395 -1.123 -0.284 -2.232 -0.25
N 0.864 1.186 0.136 -0.522 -1.144 0.827 0.01
N 0.969 2.215 4.790 -0.203 -0.532 -0.187 0.12
N -1.314 -2.600 -3.178 0.291 -0.304 0.515 0.00
N 0.129 5.031 -2.754 0.204 0.293 -0.157 0.19
N -0.179 -3.197 -1.379 0.015 0.196 -0.003 0.04
N -2.072 5.015 -2.463 -0.050 0.234 -0.132 0.19
N 2.050 -3.164 -0.136 0.311 0.413 0.304 0.06
N -0.066 -3.878 1.033 -0.424 0.089 0.387 0.06
N 4.183 -2.823 0.301 -0.710 -0.034 -0.134 0.01
N -1.831 0.991 0.398 0.834 -1.167 0.662 0.05
N -1.499 -4.518 2.576 0.662 0.348 -0.502 0.02
N -0.033 1.157 3.147 0.031 -1.229 -1.131 0.05
C 2.785 -3.849 -1.066 0.453 -0.200 -0.327 -0.02
C -2.223 -5.071 4.850 0.021 0.116 -0.181 -0.02
C -0.965 9.392 -5.059 0.085 -0.259 0.141 -0.27
C -1.961 11.354 -5.969 -0.255 0.165 -0.033 -0.07
C 5.505 -3.029 2.353 -0.060 0.045 -0.156 -0.03
C 0.665 3.008 -1.406 -0.204 -0.358 0.445 -0.07
C 2.915 -2.529 0.687 -0.117 0.287 0.226 -0.62
C 2.052 3.025 -1.586 0.056 -0.267 0.177 0.04
C -1.591 3.912 -1.808 1.173 -0.189 0.020 -0.12
C -2.680 -4.738 3.426 -0.718 -0.125 0.404 -0.54
C -0.406 -2.192 -2.257 0.589 0.935 -0.149 -0.69
C -1.657 -3.895 -2.864 -0.024 -0.686 0.362 -0.03
C 4.094 -3.644 -0.801 -0.376 -0.441 -0.479 -0.03
C -3.131 0.892 0.589 -0.268 -0.208 0.222 -0.13
C 6.631 -2.844 0.119 -0.249 0.044 0.060 -0.04
C 5.432 -2.399 0.959 0.537 0.281 0.391 -0.55
C 2.810 2.114 -0.892 -0.309 0.283 -0.151 -0.01
C 0.372 -1.484 4.471 0.967 0.702 1.226 -0.42
C -0.966 -4.255 -1.759 -0.440 -0.437 -0.287 -0.05
C 1.696 -1.386 6.967 0.106 0.140 0.202 -0.10
C 0.700 -2.662 5.202 -0.187 0.256 -0.366 -0.03
C -2.994 -2.539 -4.972 0.173 0.055 0.210 -0.04
C -0.206 3.955 -2.008 -1.367 -0.014 0.059 -0.17
C 0.088 2.046 -0.549 0.267 0.421 -0.389 -0.22
C 0.573 3.164 3.896 -0.376 0.198 -0.651 -0.07
C -3.478 -5.899 2.822 0.098 0.158 0.048 -0.01
C -2.598 -0.569 -3.479 0.016 -0.023 -0.041 -0.05
C -0.875 -1.259 -5.191 0.023 0.006 0.091 -0.04
C 2.169 1.227 -0.026 0.316 -0.167 0.216 -0.14
C -3.586 2.796 -0.782 0.108 -0.230 0.166 0.02
C -1.250 -3.593 1.621 -0.125 -0.238 -0.087 -0.64
C -0.047 2.492 2.887 0.086 0.923 0.118 -0.14
C 1.459 -0.226 6.265 0.044 -0.214 -0.018 -0.05
C 5.458 -0.873 1.079 -0.028 -0.075 0.066 -0.06
C -2.200 7.667 -3.915 0.354 -0.317 0.090 -0.02
C -3.560 -3.497 3.494 0.021 -0.002 0.004 -0.08
C 1.324 -2.613 6.417 0.058 0.172 0.110 -0.08
C 0.177 7.467 -4.170 -0.225 -0.056 0.041 -0.01
C 0.213 8.668 -4.833 -0.164 0.143 -0.105 0.02
C -2.208 2.911 -1.017 0.075 -0.379 0.323 -0.06
C -1.034 6.934 -3.707 -0.193 0.643 -0.320 -0.16
C -2.169 8.878 -4.581 -0.113 0.395 -0.252 -0.01
C 0.818 -0.234 5.023 -0.096 -1.037 -0.108 -0.10
C 0.450 -4.987 1.643 0.008 -0.259 0.296 -0.01
C -0.431 -5.385 2.587 0.412 -0.265 -0.181 -0.03
C 0.583 0.997 4.315 0.051 -0.089 0.153 -0.26
C -1.344 1.968 -0.386 -0.110 0.417 -0.282 -0.17
C -1.937 -1.749 -4.202 -0.143 0.537 -0.415 -0.55
C -0.993 5.671 -3.006 0.182 -0.482 0.314 -0.25
C -4.048 1.781 0.025 0.102 0.255 -0.194 -0.02
B 0.545 -2.990 -0.055 -0.363 -0.113 -0.120 -0.73
H 0.762 4.208 4.036 0.008 0.195 0.044 0.11
H -1.335 -0.595 -5.918 -0.112 0.053 -0.079 0.09
H 1.791 0.706 6.699 0.027 0.092 0.092 0.10
H -1.845 0.033 -2.975 -0.044 0.029 -0.031 0.01
H 2.483 3.750 -2.260 0.057 0.057 -0.038 0.13
H 2.175 -1.343 7.934 0.061 0.005 0.046 0.10
H -0.087 -0.714 -4.679 -0.002 -0.010 -0.016 0.02
H 4.714 -0.536 1.795 0.071 0.095 -0.041 0.02
H -0.515 2.894 2.011 0.002 0.088 -0.129 0.09
H -0.378 -6.218 3.254 0.008 -0.154 0.100 0.12
H -3.766 -5.663 1.798 -0.015 0.004 -0.091 0.09
H -4.271 3.504 -1.228 -0.063 -0.015 -0.014 0.12
H -4.334 -3.654 4.240 -0.058 -0.142 0.121 0.09
H -3.418 -1.892 -5.736 -0.010 0.069 -0.026 0.09
H -5.102 1.673 0.232 -0.010 -0.072 0.015 0.12
H -2.696 10.839 -6.593 0.051 -0.009 -0.002 0.10
H 4.639 -2.740 2.943 -0.041 -0.021 0.081 0.05
H -0.432 -2.094 -5.729 0.021 -0.137 -0.041 0.09
H 7.542 -2.508 0.606 0.020 0.039 0.075 0.09
H -3.801 -2.865 -4.321 -0.127 -0.084 0.072 0.09
H 5.265 -0.405 0.116 0.004 0.050 -0.153 0.09
H -2.975 -2.625 3.776 0.003 0.082 0.005 0.07
H -2.436 11.659 -5.033 0.030 0.004 0.001 0.10
H -3.301 -0.932 -2.732 -0.144 -0.069 0.037 0.09
H -3.126 0.057 -4.192 -0.117 0.047 -0.156 0.09
H -3.466 0.079 1.219 0.011 0.037 0.019 0.08
H 6.596 -2.398 -0.873 0.037 0.003 -0.117 0.09
H 0.442 -3.608 4.750 -0.055 -0.047 -0.082 0.09
H -2.907 -6.824 2.823 0.081 -0.097 -0.012 0.08
H -3.098 -5.186 5.483 -0.101 -0.039 0.006 0.09
H 5.551 -4.114 2.295 -0.020 -0.128 -0.058 0.09
H -3.030 5.318 -2.515 0.085 -0.013 -0.011 0.15
H 1.080 6.911 -3.984 0.131 -0.028 -0.044 0.11
H 1.390 -5.416 1.362 0.217 -0.020 -0.021 0.13
H -3.152 7.307 -3.552 -0.125 -0.033 0.003 0.11
H -2.340 -4.473 -3.447 -0.139 -0.082 -0.083 0.11
H -2.558 -3.400 -5.472 0.022 -0.123 -0.064 0.09
H 0.339 -1.796 0.283 -0.174 0.302 -0.178 -0.01
H 4.945 -4.015 -1.331 0.165 -0.064 -0.013 0.12
H 1.139 9.076 -5.201 0.150 0.055 -0.029 0.12
H -1.626 -4.254 5.249 0.065 0.049 0.064 0.08
H -1.595 12.237 -6.491 -0.081 -0.078 0.042 0.10
H 6.398 -2.679 2.863 0.112 0.051 0.034 0.09
H 1.449 2.396 5.655 -0.086 -0.151 -0.068 0.15
H -3.091 9.413 -4.737 -0.089 0.071 0.003 0.11
H 2.742 0.523 0.563 -0.044 -0.052 -0.037 0.04
H 6.685 -3.926 0.031 0.019 -0.126 -0.026 0.09
H 6.437 -0.560 1.429 0.155 0.016 0.010 0.09
H 3.881 2.078 -0.993 0.148 -0.019 0.017 0.11
H 1.539 -3.526 6.954 0.019 -0.084 0.015 0.11
H 2.325 -4.424 -1.842 -0.084 -0.063 -0.197 0.13
H -4.385 -6.057 3.400 -0.088 -0.029 0.085 0.09
H -1.654 -5.993 4.910 0.074 -0.118 0.010 0.08
H -4.038 -3.309 2.538 -0.103 0.064 0.081 0.04
H -0.965 -5.181 -1.221 -0.073 -0.202 0.065 0.12

***

126
Properties=species:S:1:pos:R:3:forces:R:3:lowdin_charge:R:1 method="wB97M-V/def2-TZVPD" e_above_lowest_ev=0.000 total_energy_ha=-3031.1006 lumo_energy_ev=1.733 total_charge=-1
Cs 0.533 -1.049 0.574 -0.883 0.491 0.001 0.92
O -4.037 0.096 0.248 0.045 0.039 -0.030 -0.06
O -3.019 -1.915 0.404 0.006 -0.174 -0.157 -0.06
O -0.567 4.300 -4.857 -0.026 0.065 -0.034 0.12
N 2.892 -0.684 2.471 0.092 -0.043 -0.011 0.03
N -1.005 0.834 4.980 0.018 -0.059 -0.016 -0.18
N 0.612 -1.791 -3.267 -0.025 -0.022 0.046 0.02
N -0.517 1.241 2.574 0.099 0.197 0.080 0.15
N -1.743 4.450 -6.701 -0.012 -0.050 -0.029 0.12
N 1.811 -3.195 2.413 0.064 -0.045 0.048 0.02
N 0.071 -4.019 0.483 -0.070 -0.023 0.056 0.03
N -1.121 3.833 -0.140 0.040 0.009 0.000 0.10
N 5.640 3.206 -1.952 -0.003 -0.001 -0.028 0.09
N 2.875 -2.194 -0.700 0.382 -0.141 0.081 -0.10
N 0.010 1.962 -0.704 0.193 0.237 -0.095 0.03
N -0.396 4.609 -7.020 -0.010 0.106 -0.005 0.12
N -1.955 2.893 -0.641 -0.124 -0.095 -0.048 -0.14
N 4.403 1.446 -1.288 -0.019 -0.083 0.044 0.09
N 4.322 3.485 -2.054 0.037 0.005 0.077 -0.13
C -2.815 -1.582 2.749 0.027 0.011 -0.005 -0.03
C -3.675 3.438 -2.314 0.073 -0.016 -0.027 -0.16
C 2.135 -6.905 2.617 0.008 -0.002 0.000 -0.11
C 1.248 -7.324 1.664 -0.017 0.013 -0.022 -0.08
C -2.657 3.764 -3.194 -0.059 -0.035 0.047 0.04
C -3.797 -1.807 1.603 -0.027 0.003 0.028 -0.50
C 2.228 -2.629 6.069 -0.003 -0.001 0.002 -0.12
C 3.582 0.589 4.835 0.002 -0.002 -0.021 -0.03
C 2.897 -3.035 -1.888 -0.159 0.025 0.005 -0.30
C -4.229 3.950 -5.015 0.008 0.007 -0.001 -0.03
C -0.620 -0.488 5.485 -0.020 -0.013 0.013 -0.03
C 3.962 4.709 -6.354 0.004 -0.005 -0.002 -0.06
C 3.044 -2.170 -3.135 -0.015 -0.016 -0.009 -0.20
C 1.635 -4.536 2.237 -0.021 -0.015 -0.032 -0.24
C 2.325 -5.545 2.906 0.004 -0.002 0.012 -0.05
C 3.031 -0.714 4.885 -0.016 -0.011 0.034 -0.19
C -4.869 0.386 2.480 0.008 0.006 0.002 -0.02
C 0.727 -4.972 1.191 -0.022 0.010 0.014 -0.16
C 4.383 4.757 -5.033 0.031 -0.012 -0.009 -0.03
C -0.790 -4.366 -0.438 0.014 -0.040 -0.030 -0.15
C 0.528 -6.348 0.933 0.048 -0.025 -0.006 -0.17
C 1.920 -1.142 -3.253 -0.009 0.027 0.000 -0.31
C 1.680 4.607 -5.628 -0.002 0.008 -0.020 -0.13
C 3.770 1.210 3.636 -0.002 0.006 -0.018 -0.07
C 3.601 2.423 -1.657 -0.017 0.027 -0.021 -0.14
C -1.273 1.797 -0.986 0.158 -0.096 0.030 -0.20
C -0.405 -6.690 -0.074 -0.004 0.005 -0.001 -0.03
C -1.070 -5.713 -0.754 0.011 0.006 0.005 -0.06
C 5.634 1.975 -1.488 -0.004 -0.005 -0.027 -0.23
C 2.694 -1.325 3.650 -0.002 0.001 -0.008 -0.18
C -4.717 -0.582 1.315 -0.001 -0.035 0.020 -0.50
C 1.889 -3.258 4.868 -0.023 -0.030 -0.010 -0.06
C -1.797 4.266 -5.427 -0.009 0.015 0.036 -0.29
C -5.251 3.639 -4.133 -0.014 -0.008 0.001 -0.07
C 3.400 0.522 2.463 0.003 0.011 0.050 -0.16
C 2.124 -2.673 3.609 0.078 0.047 0.001 -0.26
C -0.741 1.058 3.692 -0.065 -0.072 -0.045 -0.31
C -2.284 1.341 5.466 0.016 0.010 -0.001 -0.05
C -4.526 -3.124 1.828 0.001 0.008 0.006 -0.02
C 3.892 4.779 -2.557 0.005 -0.025 -0.005 -0.08
C -4.977 3.375 -2.797 -0.016 -0.016 0.025 -0.02
C 3.454 4.732 -3.999 -0.029 0.024 -0.013 -0.19
C 2.104 4.653 -4.303 0.038 0.016 0.006 0.03
C 0.249 4.523 -5.910 0.034 -0.127 0.037 -0.30
C 2.612 4.636 -6.659 -0.018 0.005 0.009 -0.02
C 0.043 3.217 -0.187 -0.100 0.074 0.013 -0.27
C -6.099 -0.972 0.794 0.004 -0.005 -0.015 -0.03
C -3.367 3.120 -0.866 0.021 0.070 0.028 -0.06
C 2.806 -1.385 6.110 -0.017 0.016 -0.018 -0.10
C -2.926 4.006 -4.537 0.025 -0.011 -0.007 -0.13
B -3.083 -0.755 -0.402 -0.050 -0.075 0.054 -0.45
H -3.661 3.949 -0.222 -0.004 -0.018 0.022 0.13
H 3.083 5.150 -1.927 -0.012 -0.045 -0.005 0.13
H 4.002 -1.639 -3.121 0.005 0.004 0.021 0.10
H 4.185 2.208 3.571 -0.001 -0.001 0.006 0.10
H -2.477 2.319 5.031 0.002 0.003 0.006 0.09
H 1.926 -3.531 -1.947 0.030 -0.062 0.047 0.09
H 3.055 -2.814 -4.021 -0.016 0.000 0.003 0.10
H 2.020 -3.152 6.997 0.002 0.001 0.001 0.10
H -0.452 -0.419 6.559 0.002 0.005 0.001 0.09
H 1.957 -0.493 -2.377 0.021 0.028 0.009 0.07
H 3.074 -0.906 7.044 -0.002 -0.005 0.002 0.09
H -1.795 -5.947 -1.522 0.000 -0.002 -0.001 0.10
H 3.777 -1.774 -0.500 0.012 0.001 -0.081 0.07
H 0.303 -0.810 5.010 0.035 0.007 0.003 0.07
H -6.620 -0.065 0.481 0.002 -0.002 -0.001 0.08
H -3.896 2.217 -0.551 -0.015 -0.013 -0.015 0.11
H 3.045 -5.268 3.664 -0.001 0.003 -0.003 0.10
H -1.638 3.800 -2.838 0.010 0.010 0.000 0.12
H -1.401 -1.228 5.283 0.009 0.005 -0.003 0.08
H -6.009 -1.622 -0.076 0.002 -0.002 0.002 0.09
H 2.520 2.400 -1.646 -0.015 -0.025 0.008 0.11
H -5.514 1.215 2.179 0.001 -0.001 0.000 0.09
H -6.701 -1.475 1.555 0.001 0.004 0.009 0.08
H 0.392 -2.181 -4.174 -0.012 0.013 -0.006 0.07
H -5.154 -3.083 2.723 -0.001 0.008 0.001 0.09
H -2.251 -0.665 2.585 -0.005 0.017 0.004 0.05
H -3.787 -3.915 1.966 0.000 -0.002 0.000 0.09
H -3.902 0.799 2.767 -0.005 0.004 -0.003 0.07
H -5.781 3.090 -2.128 -0.001 0.008 0.004 0.12
H 5.440 4.810 -4.799 -0.002 -0.004 0.004 0.11
H -4.428 4.130 -6.063 0.009 -0.002 -0.002 0.11
H -2.230 1.439 6.550 -0.001 -0.006 0.001 0.09
H 3.526 0.990 1.491 0.021 -0.008 -0.032 0.09
H 4.692 4.727 -7.153 0.002 0.000 0.003 0.10
H 0.938 3.685 0.194 0.014 -0.007 -0.010 0.09
H 4.751 5.435 -2.432 -0.019 0.030 0.000 0.12
H 2.603 -2.705 0.137 0.216 -0.205 0.019 -0.01
H 2.101 -0.504 -4.130 -0.001 -0.011 -0.007 0.10
H -1.302 -3.561 -0.957 -0.009 0.001 0.011 0.10
H 1.091 -8.375 1.451 0.005 -0.003 0.006 0.09
H 1.428 -4.235 4.907 -0.002 0.002 -0.003 0.10
H -5.323 -0.100 3.349 -0.002 -0.011 -0.003 0.09
H -5.146 -3.388 0.974 0.003 0.000 -0.003 0.08
H -2.108 -2.415 2.772 0.002 0.004 -0.005 0.10
H -1.768 0.877 -1.325 0.013 0.050 -0.004 0.04
H 1.373 4.631 -3.504 -0.004 -0.001 -0.006 0.12
H -3.108 0.667 5.207 -0.003 0.002 0.000 0.08
H -0.141 -1.168 -3.001 -0.014 0.002 -0.019 0.06
H -6.269 3.574 -4.493 0.000 0.004 0.003 0.10
H 2.711 -7.637 3.173 -0.004 -0.003 -0.002 0.09
H 6.549 1.442 -1.282 -0.002 0.000 0.002 0.10
H -0.579 -7.739 -0.289 -0.002 0.000 -0.002 0.11
H 2.269 4.596 -7.685 -0.001 0.003 0.000 0.12
H 3.845 1.079 5.766 -0.002 -0.003 0.003 0.11
H -3.319 -1.529 3.720 -0.014 -0.001 -0.007 0.08
H 3.663 -3.821 -1.862 0.068 0.058 -0.067 0.10